# 1
# C9H7O5P

An isolated molecule of C9H7O5P (ωB97M-V/def2-TZVPD, OMol25).

XYZ file:
```
22
Properties=species:S:1:pos:R:3:forces:R:3
O -1.2458 1.2176 2.5086 1.4 -0.6 0.2
C -0.6190 0.6095 1.6558 -0.4 1.3 1.4
O 0.7052 0.3229 1.7544 0.5 0.1 -0.1
C 1.4421 -0.0349 0.6325 -0.9 0.0 -0.9
C 2.8060 -0.1152 0.7162 1.3 -0.4 -0.6
C 3.5434 -0.5054 -0.4341 -0.6 0.6 1.0
C 2.9326 -0.7654 -1.6582 0.4 -0.6 -0.2
C 1.5636 -0.6892 -1.7720 -0.4 0.8 1.3
C 0.8233 -0.2799 -0.6135 -0.5 -0.9 -0.7
C -0.6262 -0.2165 -0.6235 0.5 0.7 0.7
C -1.2761 0.2374 0.4781 0.2 -1.2 -3.4
P -3.0129 0.3376 0.4880 -1.9 -2.0 1.7
O -3.6475 -0.5847 1.4241 0.2 -0.9 1.2
O -3.4862 1.7809 0.8401 0.2 1.3 -1.0
O -3.5551 -0.0739 -0.9209 0.3 1.1 -1.7
H 3.3002 0.1131 1.6559 0.0 -0.1 -0.2
H 4.6204 -0.5661 -0.3693 0.0 0.0 0.1
H 3.5357 -1.1338 -2.4985 -0.2 0.4 0.4
H 1.0831 -0.8741 -2.7340 -0.1 0.0 0.5
H -1.1856 -0.4404 -1.5158 0.0 -0.2 -0.2
H -3.1938 1.8269 1.7550 0.0 0.7 0.8
H -4.5076 -0.1664 -0.7689 0.0 -0.3 -0.3
```
Forces are in eV/Å.

Results
F_max	3.625	eV/Å
structure (SMILES)	O=c1oc2ccccc2cc1P(=O)(O)O
E_HOMO	-9.442	eV
spin multiplicity	1
gap between HOMO and LUMO	8.557	eV
total energy	-1064.81069	Eh
energy relative to the best compared isomer or geometry (same formula, charge and spin)	0.0000	eV


# 2
# CH5N3O

An isolated molecule of CH5N3O (ωB97M-V/def2-TZVPD, OMol25).

XYZ file:
```
10
Properties=species:S:1:pos:R:3:forces:R:3
H 1.8927 -1.0259 0.3143 -1.0 -1.0 -0.3
N 0.9027 -1.3052 0.0523 1.4 4.6 -0.4
C 0.3475 -0.1261 -0.2799 -0.1 -2.8 0.9
N 0.8153 1.1788 -0.2518 2.4 -0.4 2.8
N -0.9457 -0.3000 -0.7299 -0.1 0.3 -1.2
O -1.8796 0.1564 0.1659 -1.1 -1.2 3.7
H 0.2513 1.9984 -0.0122 -0.8 -1.0 -0.7
H 1.5116 1.1653 0.5453 -0.5 0.3 -1.5
H -1.0355 -1.2816 -0.8638 -0.5 -0.8 -0.2
H -1.8603 -0.4603 1.0599 0.2 2.0 -3.1
```
Forces are in eV/Å.

Results
F_max	4.787	eV/Å
structure (SMILES)	[H]/N=C(\N)NO
E_HOMO	-9.579	eV
spin multiplicity	1
gap between HOMO and LUMO	10.329	eV
total energy	-280.52071	Eh
energy relative to the best compared isomer or geometry (same formula, charge and spin)	2.2801	eV


# 3
# C3H3F3O

A cluster of 2 separate species, C3H3F3O in total (ωB97M-V/def2-TZVPD, OMol25).

XYZ file:
```
10
Properties=species:S:1:pos:R:3:forces:R:3
C 1.5737 -0.7539 -0.1536 0.6 1.7 0.3
C 1.0260 0.4252 0.0036 2.5 1.2 -0.3
C -1.4005 0.4503 0.3144 -0.1 2.8 3.8
O -1.7947 0.5395 -0.9215 -0.5 -0.4 -1.0
F 2.9288 -0.8933 -0.2237 -0.8 -0.5 0.0
F 1.6312 1.6060 0.1222 -0.6 -0.8 -0.1
F -1.4422 -0.6569 1.0363 -0.3 -2.7 -0.5
H 0.8779 -1.5361 -0.1425 0.0 -1.8 -0.2
H -1.4641 1.2000 1.0706 -0.3 1.5 -0.6
H -1.9363 -0.3809 -1.1059 -0.5 -1.0 -1.3
```
Forces are in eV/Å.

Results
F_max	4.715	eV/Å
⟨S²⟩	2.0139
E_HOMO (alpha / beta)	-6.466 / -9.934	eV
spin multiplicity	3
gap between HOMO and LUMO (alpha / beta)	7.124 / 8.416	eV
total energy	-490.69171	Eh
energy relative to the best compared isomer or geometry (same formula, charge and spin)	2.7897	eV


# 4
# C6H10O6Pm

A structure of composition C6H10O6Pm (ωB97M-V/def2-TZVPD, OMol25).

XYZ file:
```
23
Properties=species:S:1:pos:R:3:forces:R:3
O 0.4936 1.9283 0.5730 1.0 2.1 -0.2
C 1.2551 0.8836 0.4622 -1.4 0.5 -4.5
O 0.6657 -0.2671 0.3578 1.6 -0.7 1.4
C -0.1766 -0.7211 1.4526 -1.0 -0.1 0.6
C -0.6577 -2.1189 1.1310 0.0 -0.1 0.3
C -1.1839 -2.3338 -0.2893 -0.1 -0.3 -0.2
C -1.9827 -1.1988 -0.8944 -0.3 0.3 -0.4
O -3.0480 -0.8441 -0.0002 0.6 -0.8 0.5
C -3.6205 0.3302 -0.1860 -0.5 1.1 -0.8
O -3.5108 1.0295 -1.1647 0.3 -0.3 0.3
O -4.3408 0.6270 0.8899 0.0 -0.2 0.4
H -0.9959 -0.0004 1.5591 0.1 -0.2 0.0
H 0.4321 -0.7231 2.3644 -0.2 0.1 -0.2
H -1.4418 -2.3451 1.8678 0.2 0.1 -0.2
H 0.1647 -2.8257 1.3113 -0.2 0.1 0.0
H -1.7946 -3.2478 -0.3041 0.2 0.2 0.1
H -0.3418 -2.5182 -0.9712 -0.2 0.0 0.1
H -2.4186 -1.5109 -1.8521 0.2 0.1 0.2
H -1.3670 -0.3074 -1.0758 -0.2 -0.2 0.0
H -4.7307 1.5037 0.7823 -0.1 0.0 -0.2
Pm 4.5217 -0.2844 -0.8573 -1.3 0.8 0.4
O 2.3342 1.0677 -0.1389 2.9 -1.4 0.4
H 1.0203 2.6187 0.0016 -1.6 -1.0 1.9
```
Forces are in eV/Å.

Results
F_max	4.685	eV/Å
charge	+2
⟨S²⟩	8.7547
E_HOMO (alpha / beta)	-15.042 / -15.042	eV
spin multiplicity	6
gap between HOMO and LUMO (alpha / beta)	5.268 / 5.427	eV
total energy	-1293.79288	Eh
energy relative to the best compared isomer or geometry (same formula, charge and spin)	0.5608	eV


# 5
# C6H9N

An isolated molecule of C6H9N (ωB97M-V/def2-TZVPD, OMol25).

XYZ file:
```
16
Properties=species:S:1:pos:R:3:forces:R:3
C -1.4444 -0.9921 -0.6236 0.5 0.2 0.0
C -0.2043 -0.0975 -0.9943 0.3 2.2 0.9
C 1.1312 0.2312 -0.2151 -0.6 -1.0 -0.7
C 1.3542 -0.6005 1.0217 -0.1 -0.2 0.0
C 0.2502 1.4074 -0.2080 -1.2 -0.7 -0.8
C -0.6468 1.6856 0.8662 -1.0 -0.2 0.6
N -1.5081 1.8078 1.6320 0.8 0.1 -0.4
H -2.3959 -0.4263 -0.6421 0.6 0.0 0.0
H -1.4971 -1.7234 -1.4503 0.0 0.3 0.3
H -1.4593 -1.6009 0.2908 0.5 0.5 0.0
H -0.3927 0.1154 -2.0508 1.2 0.1 0.2
H 2.0515 0.4189 -0.7839 -0.5 -0.4 -0.1
H 0.4370 -0.6292 1.6152 0.1 -0.1 0.0
H 1.5743 -1.5964 0.6393 0.0 -0.2 0.4
H 2.1742 -0.2903 1.6830 -0.2 0.2 -0.4
H 0.5759 2.2904 -0.7801 -0.5 -0.7 0.0
```
Forces are in eV/Å.

Results
F_max	2.394	eV/Å
structure (SMILES)	C[C@@H]1[C@H](C)[C@@H]1C#N
E_HOMO	-9.389	eV
spin multiplicity	1
gap between HOMO and LUMO	10.253	eV
total energy	-288.70222	Eh
energy relative to the best compared isomer or geometry (same formula, charge and spin)	2.1720	eV


# 6
# C54H130BF4N8O20Ti

A structure of composition C54H130BF4N8O20Ti (ωB97M-V/def2-TZVPD, OMol25).

XYZ file:
```
218
Properties=species:S:1:pos:R:3:forces:R:3
Ti 0.1801 5.6325 -0.1337 -0.7 -1.9 2.0
C -0.4466 1.3934 -1.5849 0.4 4.4 1.9
C 0.0641 0.1893 -1.1832 -0.2 -3.1 0.4
C 0.8034 0.0636 0.1712 1.1 -2.6 0.7
O 1.2387 -1.0414 0.7042 -1.6 1.4 -2.2
C 1.1518 1.2203 0.8962 -1.5 2.5 -1.2
C 0.7256 2.5274 0.4927 -1.2 -0.8 -2.6
C -0.3164 2.6438 -0.6858 1.2 -2.6 1.4
O -1.1172 3.6571 -0.7611 1.8 1.2 -0.3
O 1.1691 3.6297 0.9666 -0.8 1.6 -0.4
O -0.3651 -0.8112 -1.9241 1.2 0.5 1.4
H -0.8687 1.5569 -2.5654 -0.2 -0.4 0.0
H 1.6502 1.1107 1.8480 0.3 0.0 -0.2
C 7.2790 6.3471 -2.5006 0.3 -2.2 -1.3
O 6.1019 6.3908 -3.3828 -0.7 1.3 1.5
C 5.8307 5.2679 -4.2303 2.1 3.7 1.0
C 5.3256 4.0825 -3.5535 -0.6 -2.6 -0.3
N 4.0051 4.2399 -2.7467 0.5 -0.9 1.1
H 4.1284 5.0674 -2.1808 0.8 0.6 0.6
H 3.1493 4.4908 -3.2209 0.1 -0.3 -1.2
C 3.5902 3.1243 -1.6995 0.1 0.4 -0.7
C 4.7319 2.7087 -0.7848 0.1 2.5 0.1
O 5.3421 3.9003 -0.2215 -1.9 -1.0 -1.5
C 6.6274 3.6006 0.2772 -0.5 0.2 0.6
H 7.2386 5.3955 -1.9705 -0.2 0.1 0.7
H 7.5116 7.1630 -1.8162 -1.2 0.3 -0.4
H 8.1901 6.1959 -3.0795 0.0 0.4 -0.6
H 6.8130 5.2021 -4.6982 -0.1 -1.6 -0.6
H 5.1460 5.6065 -5.0079 -0.1 0.2 0.1
H 5.9750 3.4783 -2.9200 0.2 0.8 0.3
H 5.2186 3.4583 -4.4407 -1.0 -0.7 0.3
H 3.2466 2.2114 -2.1860 0.1 0.2 -0.6
H 2.6987 3.5429 -1.2326 0.3 0.1 0.5
H 5.4140 2.1808 -1.4512 0.4 -0.4 0.5
H 4.3625 2.1316 0.0630 -0.1 -0.6 -0.3
H 6.7415 4.3270 1.0818 0.8 -0.1 -0.2
H 7.3268 3.6776 -0.5553 0.5 -0.1 0.5
H 6.5605 2.6055 0.7171 0.6 -0.1 0.1
C -9.6827 0.2564 0.6677 -0.5 -0.2 -1.0
O -8.3603 0.0396 1.1318 0.7 0.1 0.3
C -7.7812 1.1962 1.7351 -2.7 0.5 -1.3
C -6.3786 0.8909 2.0225 2.2 -0.5 2.0
N -6.3270 -0.5802 2.4567 1.7 -0.6 -0.9
H -6.4560 -0.6404 3.4566 0.2 0.0 0.5
H -7.2216 -0.8630 2.0827 -0.8 -1.2 -0.7
C -5.1412 -1.5708 2.0342 -1.5 0.8 0.0
C -4.9282 -1.5822 0.5220 -0.3 0.9 0.3
O -4.4206 -0.3739 0.0115 1.3 0.2 -0.7
C -2.9793 -0.2057 0.1636 -1.1 -0.1 1.0
H -10.4367 0.4923 1.4188 0.3 -0.2 0.4
H -9.9461 -0.6555 0.1318 -0.2 0.1 0.2
H -9.6832 1.0723 -0.0551 0.0 0.1 -0.1
H -8.4671 1.4989 2.5263 0.6 0.0 0.8
H -7.8552 2.0211 1.0264 0.3 0.2 -0.2
H -6.0197 1.3744 2.9311 -0.1 0.7 -0.3
H -5.6641 1.1107 1.2292 -0.3 -0.5 -0.1
H -5.5121 -2.5725 2.2514 0.0 0.1 0.6
H -4.2886 -1.3066 2.6599 0.0 0.0 -0.2
H -5.9149 -1.7170 0.0788 0.0 0.0 -0.2
H -4.3161 -2.4266 0.2052 0.1 -0.2 0.3
H -2.5297 0.4201 -0.6073 -0.6 -0.2 -0.2
H -2.4669 -1.1662 0.2174 0.0 -0.1 -0.3
H -2.8267 0.2865 1.1241 0.3 0.1 0.1
C 1.0268 -5.7777 9.3330 0.2 0.5 -0.3
O 2.0361 -5.0582 8.5865 0.3 -0.6 -0.2
C 1.8913 -5.0454 7.1778 -0.1 1.4 1.3
C 1.2264 -3.6623 6.7960 1.5 -0.9 0.9
N 2.0614 -2.5405 7.5556 -2.2 1.7 -1.6
H 2.1405 -2.5578 8.5624 -0.7 -1.3 0.7
H 3.0419 -2.4851 7.3194 0.4 -0.4 -1.0
C 1.4769 -1.0881 7.3662 0.8 0.1 -0.3
C 1.2394 -0.5959 5.9081 0.6 -1.7 1.6
O 2.2552 -1.2054 5.0994 -1.6 1.2 1.3
C 2.1107 -0.6761 3.8144 0.8 -1.1 -0.8
H 1.0220 -6.8602 9.2060 0.3 0.0 -0.5
H 0.0817 -5.3502 8.9981 -0.4 -0.2 0.6
H 1.2575 -5.6158 10.3859 -0.3 0.3 -0.1
H 1.3722 -5.9342 6.8191 -0.2 0.2 -0.3
H 2.9040 -5.0008 6.7770 0.1 -0.3 -0.2
H 0.1755 -3.6022 7.0788 0.2 0.3 0.3
H 1.3406 -3.5151 5.7220 0.1 0.5 0.2
H 2.2489 -0.4658 7.8189 -0.2 0.0 0.2
H 0.5447 -1.0154 7.9264 0.2 -0.2 0.2
H 1.2398 0.4921 5.8424 0.5 0.2 0.3
H 0.1984 -0.8441 5.7009 0.0 -0.6 -0.9
H 2.9819 -1.0857 3.3030 -0.2 0.4 -0.6
H 2.1198 0.4138 3.8051 0.1 0.1 0.1
H 1.2026 -1.0745 3.3618 -0.1 0.2 -0.3
C -1.1359 -6.6244 -4.1487 -0.1 0.4 -0.5
O -1.0058 -5.2515 -3.7398 -0.2 0.7 0.2
C 0.3065 -4.8236 -3.4963 0.1 -0.9 1.2
C 0.6211 -5.0481 -1.9640 -1.0 0.9 -1.2
N -0.3906 -4.2053 -1.1283 0.7 -0.5 1.6
H -0.3330 -3.2112 -1.2971 0.5 0.8 -0.7
H -1.3618 -4.4308 -1.2894 -0.2 -0.7 -0.7
C -0.2065 -4.2350 0.4165 0.6 -1.7 -0.7
C -0.4765 -5.5682 1.0994 0.5 -2.4 -0.2
O 0.4322 -6.6178 0.6417 0.7 1.2 -0.7
C 0.0619 -8.0018 0.9690 -1.6 2.1 1.1
H -2.2131 -6.7818 -4.2020 0.2 -0.3 0.0
H -0.6553 -7.3349 -3.4761 -0.1 0.1 0.2
H -0.6787 -6.7196 -5.1336 -0.1 -0.2 -0.1
H 0.4715 -3.7870 -3.7900 -0.5 0.3 0.3
H 1.0178 -5.3568 -4.1271 0.2 -0.4 0.2
H 1.6374 -4.6982 -1.7828 -0.2 0.1 0.5
H 0.4799 -6.0789 -1.6390 0.1 0.2 -0.1
H -0.9010 -3.5119 0.8440 0.5 0.4 -0.1
H 0.8638 -4.0533 0.5149 -0.3 0.7 0.4
H -1.4931 -5.9581 1.0482 -0.4 0.3 -0.7
H -0.3670 -5.4597 2.1784 0.4 0.5 0.2
H -0.8662 -8.1306 0.4122 0.1 -0.9 0.0
H -0.1823 -7.8937 2.0258 -0.2 -0.9 0.2
H 0.8125 -8.7834 0.8514 0.2 0.7 -0.5
C -3.1477 2.2582 -7.7580 0.3 0.4 -1.2
O -3.3096 2.6207 -6.3787 -0.5 -0.4 0.3
C -2.2411 3.2781 -5.7041 -0.1 0.7 -2.0
C -2.2859 3.0569 -4.2177 -1.7 -0.3 -1.2
N -3.6930 3.6302 -3.6986 3.2 0.2 1.3
H -3.9100 4.5056 -4.1530 0.3 0.5 -0.6
H -4.4261 3.0147 -4.0207 -0.5 -1.0 0.4
C -3.6581 3.9846 -2.1825 -1.1 -1.3 -0.5
C -5.0554 4.4032 -1.7460 0.3 -0.5 1.2
O -5.8796 3.2324 -1.7707 1.1 0.3 -0.5
C -7.2617 3.4387 -1.5524 -0.2 1.7 -0.5
H -2.5744 2.9245 -8.4026 1.3 0.3 0.9
H -3.9968 2.4182 -8.4225 -1.3 -0.4 1.1
H -2.8123 1.2310 -7.9007 0.2 0.0 0.3
H -2.3367 4.3301 -5.9728 0.3 0.4 0.1
H -1.2939 2.9192 -6.1067 0.3 0.0 0.2
H -1.4022 3.4324 -3.7018 -0.6 0.6 0.2
H -2.2304 1.9683 -4.2146 -0.9 -0.2 1.0
H -2.8531 4.6712 -1.9203 -0.3 0.3 -0.8
H -3.3589 3.0829 -1.6482 -0.2 -0.2 -0.2
H -5.3883 5.3176 -2.2370 -0.6 -0.3 -0.8
H -4.9848 4.7474 -0.7143 0.2 0.0 0.4
H -7.4653 4.0342 -0.6624 0.1 -0.7 0.9
H -7.7823 2.4846 -1.6340 0.1 0.3 0.1
H -7.6057 4.1851 -2.2684 -0.4 -0.5 -0.7
C 1.5246 6.4930 6.9038 1.3 -1.0 0.0
O 1.3196 5.2976 6.0701 -1.3 0.4 -1.2
C 1.9809 5.0959 4.8096 2.1 2.5 3.0
C 1.5074 3.9491 4.0778 -2.1 -0.7 -0.5
N 0.0142 4.1258 3.6839 -0.1 0.2 1.4
H -0.0690 4.9848 3.1591 0.1 0.5 0.3
H -0.3587 3.4498 3.0327 0.5 -0.8 -0.4
C -1.0844 4.1289 4.7672 -0.2 -0.6 -1.2
C -2.4401 4.0940 3.9808 -0.7 -0.5 1.3
O -2.3903 3.2688 2.7992 2.6 0.0 2.1
C -3.2804 3.5525 1.8360 -1.9 0.2 -1.9
H 0.6577 6.6512 7.5453 -0.1 -0.2 -0.4
H 1.8176 7.4125 6.3972 -0.4 -0.2 -0.5
H 2.3766 6.2138 7.5237 -0.1 0.3 0.3
H 3.0273 4.9490 5.0770 0.5 -0.9 -0.1
H 2.1966 5.9529 4.1716 -1.3 0.7 -0.1
H 1.5251 3.0466 4.6887 0.3 -0.2 -0.3
H 2.0776 3.9657 3.1490 -0.2 -0.8 0.0
H -0.9982 4.9408 5.4893 0.1 0.2 -0.6
H -0.9704 3.2230 5.3625 0.2 -0.2 -0.3
H -2.8846 5.0815 3.8570 0.5 0.2 -0.8
H -3.1832 3.5996 4.6065 0.1 0.0 0.5
H -4.3194 3.5284 2.1644 -0.3 0.3 0.4
H -3.2509 2.7619 1.0862 0.4 0.0 -0.2
H -3.1070 4.5063 1.3377 0.0 0.3 0.0
C 5.0689 -1.5657 0.1178 0.7 -1.2 0.0
O 5.2391 -2.8886 -0.5036 0.2 0.6 0.5
C 4.5656 -3.9926 0.1227 0.8 0.4 -1.3
C 5.0761 -5.2837 -0.5922 1.0 0.6 1.4
N 6.6276 -5.3979 -0.3980 -1.4 -1.4 -0.6
H 7.1120 -4.5487 -0.6515 0.1 0.4 -0.4
H 6.8632 -5.5701 0.5690 -0.2 0.5 0.7
C 7.3221 -6.6412 -1.0365 1.1 2.4 -0.9
C 8.8420 -6.1883 -1.2444 -0.5 -1.2 1.3
O 9.3754 -5.8791 0.0475 -1.5 -0.1 -0.2
C 10.7806 -5.7877 0.0882 1.4 -1.6 -0.2
H 5.4688 -1.5752 1.1317 -0.4 -0.3 0.3
H 4.0357 -1.2199 0.0861 -0.1 -0.1 0.0
H 5.7504 -0.8692 -0.3707 -0.3 -0.2 -0.6
H 3.5148 -3.8440 -0.1259 -0.4 -0.4 0.5
H 4.7574 -4.0250 1.1952 -0.1 0.0 0.1
H 4.7504 -5.2732 -1.6323 0.8 0.0 -0.1
H 4.6959 -6.1931 -0.1270 -0.2 0.1 0.1
H 6.8148 -6.8217 -1.9842 0.2 -0.1 0.0
H 7.1688 -7.4829 -0.3612 0.4 0.2 0.0
H 9.0878 -5.3396 -1.8827 -0.9 0.2 -0.5
H 9.2878 -7.0616 -1.7205 0.5 -0.2 0.2
H 11.2311 -4.9435 -0.4338 -0.3 0.2 0.1
H 11.1836 -6.7081 -0.3344 0.1 0.0 -0.7
H 11.1912 -5.9307 1.0877 -0.7 0.8 0.4
C -5.1031 0.3398 -2.9894 -0.7 -1.4 0.5
O -4.7604 0.7245 -4.2432 -0.3 0.8 -4.3
C -5.5199 0.0507 -5.3074 0.9 0.0 -0.3
C -4.7913 -1.1260 -6.0582 0.2 1.5 1.6
N -4.1487 -2.1851 -5.1622 1.2 -0.3 0.4
H -4.8086 -2.5275 -4.4785 -0.5 0.0 0.2
H -4.0443 -2.9455 -5.8187 0.5 -0.7 -0.1
C -2.7758 -2.0496 -4.2962 -0.5 0.3 -1.1
C -1.4931 -1.9000 -5.0825 -0.7 -0.8 -1.7
O -1.6868 -0.8182 -5.9431 0.7 1.2 0.2
C -0.4512 -0.5023 -6.5629 0.8 0.5 0.1
H -6.1860 0.2792 -2.8814 -0.2 0.7 0.6
H -4.5918 1.0349 -2.3234 -0.3 -0.6 0.5
H -4.8253 -0.7141 -2.9780 0.5 -0.3 1.5
H -5.7553 0.7241 -6.1316 0.5 0.6 0.1
H -6.5375 -0.2020 -5.0097 0.2 -0.5 0.8
H -3.9639 -0.7677 -6.6706 -0.3 0.1 0.0
H -5.5717 -1.6135 -6.6425 0.3 -0.2 -0.1
H -2.6977 -2.9666 -3.7122 -0.5 0.2 0.2
H -2.9018 -1.1197 -3.7416 -0.2 -0.4 0.3
H -1.1876 -2.6825 -5.7772 -0.7 -1.2 0.2
H -0.6087 -1.9088 -4.4455 -0.2 1.0 0.7
H 0.3012 -0.2861 -5.8044 0.0 0.3 0.4
H -0.5356 0.3882 -7.1857 -0.3 -0.3 -0.1
H 0.0059 -1.3306 -7.1044 -0.5 -0.2 -0.5
B -0.4925 7.0543 2.1518 -0.7 4.4 2.1
F -0.1127 8.3491 2.3465 0.4 -0.1 -1.0
F 0.5923 6.2241 1.9593 2.2 -1.6 -2.2
F -1.0494 6.6518 3.3073 -1.6 -1.4 0.8
F -1.3000 6.9614 0.9773 0.2 -1.3 -1.2
```
Forces are in eV/Å.

Results
F_max	4.898	eV/Å
charge	+7
⟨S²⟩	6.0300
E_HOMO (alpha / beta)	-19.201 / -20.311	eV
spin multiplicity	5
gap between HOMO and LUMO (alpha / beta)	5.518 / 5.137	eV
total energy	-5348.97143	Eh


Please write out number 5 again, unchanged.
# C6H9N

An isolated molecule of C6H9N (ωB97M-V/def2-TZVPD, OMol25).

XYZ file:
```
16
Properties=species:S:1:pos:R:3:forces:R:3
C -1.4444 -0.9921 -0.6236 0.5 0.2 0.0
C -0.2043 -0.0975 -0.9943 0.3 2.2 0.9
C 1.1312 0.2312 -0.2151 -0.6 -1.0 -0.7
C 1.3542 -0.6005 1.0217 -0.1 -0.2 0.0
C 0.2502 1.4074 -0.2080 -1.2 -0.7 -0.8
C -0.6468 1.6856 0.8662 -1.0 -0.2 0.6
N -1.5081 1.8078 1.6320 0.8 0.1 -0.4
H -2.3959 -0.4263 -0.6421 0.6 0.0 0.0
H -1.4971 -1.7234 -1.4503 0.0 0.3 0.3
H -1.4593 -1.6009 0.2908 0.5 0.5 0.0
H -0.3927 0.1154 -2.0508 1.2 0.1 0.2
H 2.0515 0.4189 -0.7839 -0.5 -0.4 -0.1
H 0.4370 -0.6292 1.6152 0.1 -0.1 0.0
H 1.5743 -1.5964 0.6393 0.0 -0.2 0.4
H 2.1742 -0.2903 1.6830 -0.2 0.2 -0.4
H 0.5759 2.2904 -0.7801 -0.5 -0.7 0.0
```
Forces are in eV/Å.

Results
F_max	2.394	eV/Å
structure (SMILES)	C[C@@H]1[C@H](C)[C@@H]1C#N
E_HOMO	-9.389	eV
spin multiplicity	1
gap between HOMO and LUMO	10.253	eV
total energy	-288.70222	Eh
energy relative to the best compared isomer or geometry (same formula, charge and spin)	2.1720	eV


spin multiplicity of number 5 (C6H9N)?
1


spin multiplicity of number 4 (C6H10O6Pm)?
6


Number 1 is which compound?
C9H7O5P